## a
DFT (the ωB97M-V functional and the def2-TZVPD basis) results for a 2-piece molecular cluster, C5H13NO overall.

Atoms and positions in Å:
C: 1.007 0.800 2.708
C: 0.464 -0.551 2.163
C: 0.258 -0.546 0.647
C: -0.973 -0.710 0.155
N: -1.351 -1.005 -1.139
C: -0.380 -1.351 -2.153
H: 0.727 1.612 2.037
H: 0.601 1.064 3.681
H: 2.097 0.722 2.718
H: -0.501 -0.693 2.661
H: 1.113 -1.387 2.389
H: 1.239 -0.648 0.196
H: -1.833 -0.593 0.804
H: -2.269 -1.403 -1.259
H: 0.127 -2.308 -1.998
H: 0.367 -0.555 -2.093
H: -0.839 -1.296 -3.132
H: 0.915 2.296 -1.147
H: -0.289 2.591 -1.931
O: 0.667 2.687 -2.008

Kohn-Sham gap: 8.8 eV
Charge: 0
E_LUMO: 0.89 eV

## b
DFT (the ωB97M-V functional and the def2-TZVPD basis) results for a 2-piece molecular cluster, C5H13NO overall.

Atoms and positions in Å:
C: 1.315 0.539 1.208
N: -0.059 0.829 -0.889
C: -0.049 -0.523 -0.412
C: 0.795 -0.825 0.582
C: 1.451 -2.156 1.066
C: -1.208 -1.482 -0.793
H: 1.811 0.152 2.171
H: 2.092 1.240 0.698
H: 0.479 1.212 1.438
H: 0.788 1.040 -1.358
H: -1.058 0.806 -1.337
H: 0.859 -2.956 0.547
H: 2.494 -2.080 0.962
H: 1.362 -2.469 2.129
H: -1.991 -0.774 -1.116
H: -1.521 -1.909 0.164
H: -1.029 -2.509 -1.474
H: -1.903 3.258 -0.874
H: -2.017 4.675 -1.428
O: -2.613 3.931 -1.285

Kohn-Sham gap: 8.8 eV
Charge: 0
E_LUMO: 0.70 eV

## c
DFT (the ωB97M-V functional and the def2-TZVPD basis) results for a 2-piece molecular cluster, C5H13NO overall.

Atoms and positions in Å:
C: 1.388 1.737 1.165
N: 1.273 0.254 0.958
C: 1.061 -0.061 -0.494
C: -0.196 -0.929 -0.577
C: -0.995 -0.582 0.694
C: 0.105 -0.249 1.762
H: 2.262 2.030 0.582
H: 1.600 2.102 2.157
H: 0.509 2.335 0.884
H: 1.055 0.837 -1.162
H: 1.849 -0.920 -0.540
H: 0.128 -1.967 -0.400
H: -0.643 -0.753 -1.551
H: -1.471 -1.522 1.086
H: -1.811 0.190 0.657
H: -0.281 0.305 2.629
H: 0.485 -1.091 2.424
H: -2.212 -1.007 -2.336
H: -1.371 0.323 -2.685
O: -2.131 -0.268 -2.955

Kohn-Sham gap: 9.3 eV
Charge: 0
E_LUMO: 0.81 eV

a has the most favorable energy; the next structure is 1.095 eV above.